Formula: C10H10N2
Source: the Open Molecules 2025 dataset
Level of theory: ωB97M-V/def2-TZVPD

Structure (ORCA input):
```
! wB97M-V def2-TZVPD RIJCOSX def2/J DEFGRID3
* xyz 0 1
C 2.8216 2.5118 -1.3938
C 2.6640 1.7095 -0.3393
C 1.4769 0.7927 -0.6127
N 0.5464 0.8578 -1.6091
C 0.8024 1.8019 -2.6065
C 2.0559 2.5554 -2.5001
H 3.6947 2.9163 -1.3367
H 3.0382 1.6880 0.5792
H 1.2011 0.0038 0.0573
H 0.1544 2.1350 -3.3150
H 1.9270 3.5891 -3.2052
C -2.9626 -2.4595 1.4959
C -2.0428 -2.4791 2.5903
C -0.9114 -1.7274 2.4821
N -0.5595 -0.8983 1.5428
C -1.3009 -1.0810 0.4768
C -2.4450 -1.7906 0.4299
H -4.0622 -2.7849 1.5143
H -2.4266 -2.7019 3.6109
H -0.3319 -1.6357 3.4404
H -1.2414 -0.4894 -0.3875
H -2.8107 -1.4379 -0.6301
*
```

Computed properties:
- Energy relative to the best compared isomer or geometry (same formula, charge and spin): 121.92 kcal per mole
- HOMO: -9.002 eV
- E_tot: -13507.808 eV
- Structure (SMILES): c1ccncc1.c1ccncc1

Formula: C10H10N2
Source: the Open Molecules 2025 dataset
Level of theory: ωB97M-V/def2-TZVPD

Structure (ORCA input):
```
! wB97M-V def2-TZVPD RIJCOSX def2/J DEFGRID3
* xyz 0 1
C -2.2274 1.6018 -2.2610
C -1.0286 0.9118 -1.6236
C 0.3291 0.9637 -2.1957
C 1.3893 0.5698 -1.4690
C 1.1880 0.1082 -0.2058
C 2.1818 -0.2547 0.7162
C 1.9890 -0.8529 1.9391
C 0.6575 -1.2041 2.3095
C -0.3946 -0.9245 1.4792
N -1.6972 -1.2301 1.7857
C -0.1508 -0.1548 0.2574
N -1.2681 0.2645 -0.5318
H -2.8458 0.9878 -2.9775
H -2.0010 2.5864 -2.7724
H -2.9931 1.8316 -1.4672
H 0.4124 1.2355 -3.2937
H 2.3837 0.5147 -1.8673
H 3.2088 0.0053 0.2269
H 2.8509 -1.0993 2.6269
H 0.5847 -1.5758 3.2538
H -2.2836 -0.8057 1.0877
H -2.1598 -1.5070 2.7278
*
```

Computed properties:
- Energy relative to the best compared isomer or geometry (same formula, charge and spin): 30.60 kcal per mole
- HOMO: -7.552 eV
- E_tot: -13511.769 eV
- Structure (SMILES): Cc1ccc2cccc(N)c2n1

Formula: C10H10N2
Source: the Open Molecules 2025 dataset
Level of theory: ωB97M-V/def2-TZVPD

Structure (ORCA input):
```
! wB97M-V def2-TZVPD RIJCOSX def2/J DEFGRID3
* xyz 0 1
C 2.5965 0.2114 -1.5873
C 2.6925 0.3032 -0.0960
C 2.0401 1.4603 0.3899
N 1.0173 2.2414 -0.2814
C 0.9213 2.0115 -1.6859
C 1.6969 1.0332 -2.2322
H 3.2471 -0.3806 -2.3374
H 3.4763 -0.2024 0.4821
H 1.9248 1.4582 1.4526
H 0.3266 2.7162 -2.2741
H 1.5526 1.1670 -3.4152
C -1.0018 -0.8542 0.5172
C -1.6176 0.2384 1.1278
C -2.9012 -0.1336 1.6829
N -3.2535 -1.4711 1.8770
C -2.5302 -2.4324 1.2887
C -1.4212 -2.1663 0.6277
H 0.0581 -0.8513 0.1516
H -1.2523 1.2782 1.1170
H -3.7387 0.5893 2.1773
H -2.9976 -3.4224 1.1568
H -0.8360 -2.7937 -0.1391
*
```

Computed properties:
- Energy relative to the best compared isomer or geometry (same formula, charge and spin): 99.67 kcal per mole
- HOMO: -9.467 eV
- E_tot: -13508.773 eV
- Structure (SMILES): c1ccncc1.c1ccncc1

Formula: C10H10N2
Source: the Open Molecules 2025 dataset
Level of theory: ωB97M-V/def2-TZVPD

Structure (ORCA input):
```
! wB97M-V def2-TZVPD RIJCOSX def2/J DEFGRID3
* xyz 0 1
C 2.3652 -0.2715 -0.1018
C 1.4814 -1.3368 0.2898
C 0.1663 -0.9680 0.6968
C -0.2267 0.3507 0.8986
C 0.8985 1.2779 0.7272
C 0.3431 0.0002 -0.9912
C -0.3724 1.2529 -0.8104
C -1.5553 1.1035 -0.2707
C -1.8744 -0.2142 0.2224
C -1.1563 -1.2671 -0.2104
H 3.1868 -0.3142 -0.8806
H 1.4837 -2.4332 0.0241
H -0.4902 -1.8187 1.2483
H -1.1276 0.8151 1.3921
H 0.8197 2.4085 1.0388
H 1.3001 0.1109 -1.4140
H -0.0768 2.2045 -1.0907
H -2.5262 1.9116 -0.2477
H -2.9859 -0.4382 0.4256
H -1.5877 -2.2945 -0.0950
N 1.9596 1.0524 0.0011
N -0.0251 -1.1317 -0.8521
*
```

Computed properties:
- Energy relative to the best compared isomer or geometry (same formula, charge and spin): 525.20 kcal per mole
- HOMO: -6.135 eV
- E_tot: -13490.320 eV

Formula: C10H10N2O2
Source: the Open Molecules 2025 dataset
Level of theory: ωB97M-V/def2-TZVPD

Structure (ORCA input):
```
! wB97M-V def2-TZVPD RIJCOSX def2/J DEFGRID3
* xyz 0 1
C 1.3849 1.1803 2.7259
C 0.4888 1.9338 1.7853
N -0.7348 1.6462 1.7377
N -1.7063 2.2249 1.0402
C -2.3668 1.8712 0.0293
O -3.4974 2.4763 -0.3838
C -2.0205 0.8786 -1.2384
O -2.6990 1.1567 -2.2030
C -1.1657 -0.3558 -1.3875
C -1.2815 -1.2352 -2.5182
C -0.4768 -2.3485 -2.5691
C 0.4633 -2.6966 -1.5569
C 0.5046 -1.8790 -0.4285
C -0.3157 -0.7618 -0.3725
H 1.0993 -0.0005 2.7330
H 1.1185 1.4837 3.7692
H 2.4488 1.3452 2.5607
H 1.0933 2.6696 1.2728
H -3.9485 3.0082 0.2617
H -2.1646 -1.1442 -3.1677
H -0.8443 -3.1347 -3.1181
H 0.9229 -3.6439 -1.5979
H 1.2410 -2.0298 0.3671
H -0.1312 -0.2365 0.5385
*
```

Computed properties:
- Energy relative to the best compared isomer or geometry (same formula, charge and spin): 110.36 kcal per mole
- HOMO: -9.007 eV
- E_tot: -17603.756 eV
- Structure (SMILES): C/C=N/N=C(/O)C(=O)c1ccccc1

Formula: C10H10O2
Source: the Open Molecules 2025 dataset
Level of theory: ωB97M-V/def2-TZVPD

Structure (ORCA input):
```
! wB97M-V def2-TZVPD RIJCOSX def2/J DEFGRID3
* xyz 0 1
O -3.5556 1.1129 0.3024
C -2.2334 0.8334 -0.0953
C -1.0106 1.6268 -0.0295
C 0.1539 0.8970 -0.2351
C 0.2564 -0.5000 -0.4433
C -0.9097 -1.2717 -0.4358
C -2.1219 -0.5921 -0.2077
O -3.2822 -1.2593 0.0345
C 1.5895 -0.9868 -0.3808
C 2.2802 -0.8870 1.0246
C 2.4902 0.2984 -0.2566
C 1.5730 1.5220 -0.2928
H -3.8370 0.2000 0.4150
H -0.8832 2.6438 0.2248
H -0.8741 -2.3843 -0.5712
H -3.2527 -2.2013 -0.1247
H 1.6883 -1.9297 -1.0340
H 3.2177 -1.3944 1.2745
H 1.8493 -0.4111 1.9117
H 3.4629 0.3570 -0.7020
H 1.6219 2.3066 -1.0289
H 1.7771 2.0196 0.6503
*
```

Computed properties:
- Energy relative to the best compared isomer or geometry (same formula, charge and spin): 82.47 kcal per mole
- HOMO: -7.841 eV
- E_tot: -14624.370 eV
- Structure (SMILES): Oc1cc2c(cc1O)[C@@H]1C[C@@H]1C2

Formula: C10H10O2
Source: the Open Molecules 2025 dataset
Level of theory: ωB97M-V/def2-TZVPD

Structure (ORCA input):
```
! wB97M-V def2-TZVPD RIJCOSX def2/J DEFGRID3
* xyz 0 1
C -1.6118 -2.2118 -1.3774
C -2.1389 -1.7487 -0.2453
C -0.3801 -1.7422 -1.9234
C -1.4121 -0.8019 0.5124
C 0.3568 -0.9121 -1.0996
C -0.1302 -0.4267 0.1355
C 2.6357 1.6387 1.9465
C 1.9993 0.7068 1.2199
C -0.0489 1.8634 -1.0797
C 0.5842 0.6586 0.8861
O 0.5402 1.7370 -2.0854
O -0.1311 1.4549 1.7917
H -2.2653 -2.8503 -2.0630
H -3.1662 -2.0323 0.1113
H -0.1894 -2.0485 -2.8797
H -1.9178 -0.2692 1.3514
H 1.1763 -0.4632 -1.5474
H 3.5571 1.5246 2.4121
H 2.2452 2.4971 2.3336
H 2.4981 -0.2351 0.9739
H -1.1115 2.1257 -0.9484
H -1.0895 1.5354 1.5752
*
```

Computed properties:
- Energy relative to the best compared isomer or geometry (same formula, charge and spin): 127.58 kcal per mole
- HOMO (alpha / beta): -7.582 / -6.981 eV
- E_tot: -14622.414 eV

Formula: C10H10OS2
Source: the Open Molecules 2025 dataset
Level of theory: ωB97M-V/def2-TZVPD

Structure (ORCA input):
```
! wB97M-V def2-TZVPD RIJCOSX def2/J DEFGRID3
* xyz 0 1
C -2.8239 1.3572 -0.8559
C -2.2417 0.5239 -1.8748
C -2.2525 1.4284 0.3721
C -1.2086 -0.3268 -1.5283
C -1.0982 0.7399 0.6520
C -0.5698 -0.1794 -0.2578
C 3.4617 -0.1168 -0.8238
C 2.6506 0.4387 0.3324
C 1.6333 -0.5509 0.9416
C 0.5480 -0.9893 0.0759
O 3.0550 -0.9135 -1.6674
S 4.8888 0.8085 -0.6196
S 0.5710 -2.6594 -0.4169
H -3.4876 2.1217 -1.2193
H -2.6126 0.4495 -2.9276
H -2.6002 1.9963 1.1684
H -0.9629 -1.3071 -2.1589
H -0.8630 0.6289 1.7525
H 3.2427 0.9800 1.0087
H 2.0330 1.1645 -0.1676
H 2.1950 -1.4817 1.2470
H 1.2477 -0.1097 1.8268
H -0.7842 -2.8381 -0.5812
*
```

Computed properties:
- Energy relative to the best compared isomer or geometry (same formula, charge and spin): 17.26 kcal per mole
- HOMO (alpha / beta): -9.286 / -6.815 eV
- E_tot: -34246.543 eV

Formula: C10H10S
Source: the Open Molecules 2025 dataset
Level of theory: ωB97M-V/def2-TZVPD

Structure (ORCA input):
```
! wB97M-V def2-TZVPD RIJCOSX def2/J DEFGRID3
* xyz 0 1
C 0.5777 0.0260 3.3707
C -0.0196 0.5109 2.2788
C 0.5375 0.4592 0.9242
C 1.6134 -0.3243 0.5529
C 2.2524 -0.3496 -0.7498
C 1.5179 -0.2946 -1.8985
C 0.0963 -0.2579 -1.9970
C -0.6949 0.6086 -1.3349
C -2.1886 0.6278 -1.2709
C -2.8426 -0.5119 -1.1891
S 0.0651 1.8494 -0.2227
H 0.2119 0.1719 4.3124
H 1.5581 -0.3103 3.4811
H -1.0370 0.8757 2.3556
H 2.1208 -0.8330 1.4857
H 3.3418 -0.4255 -0.7945
H 2.1909 -0.3441 -2.8140
H -0.3881 -0.8996 -2.7226
H -2.8838 1.4488 -1.2339
H -3.8483 -0.6359 -1.2742
H -2.1809 -1.3916 -1.2592
*
```

Computed properties:
- Energy relative to the best compared isomer or geometry (same formula, charge and spin): 51.47 kcal per mole
- HOMO: -8.242 eV
- E_tot: -21363.489 eV
- Structure (SMILES): C=CC1=CC=CC=C(C=C)S1

Formula: C10H10S
Source: the Open Molecules 2025 dataset
Level of theory: ωB97M-V/def2-TZVPD

Structure (ORCA input):
```
! wB97M-V def2-TZVPD RIJCOSX def2/J DEFGRID3
* xyz 0 3
C -1.6471 -1.6385 -0.7465
C -1.3549 -1.9776 0.6136
C -1.4076 -0.3951 -1.2162
C -0.7386 -1.1219 1.4522
C 1.1559 1.0394 -2.7574
C 1.7254 0.2692 2.4185
C 0.8965 1.6167 -1.6275
C 0.8973 0.8083 1.5378
C -0.8051 0.5743 -0.3569
C -0.3279 0.1999 0.9984
S -1.6509 1.5633 0.8134
H -2.0701 -2.4000 -1.3839
H -1.6188 -2.9694 0.9558
H -1.6353 -0.1115 -2.2346
H -0.4896 -1.4123 2.4616
H 1.8883 1.4378 -3.4543
H 0.6688 0.1290 -3.0743
H 2.6035 0.7984 2.7468
H 1.5824 -0.7095 2.8428
H 1.2318 2.5018 -1.1360
H 1.0959 1.7977 1.1468
*
```

Computed properties:
- Energy relative to the best compared isomer or geometry (same formula, charge and spin): 59.53 kcal per mole
- Expectation value of S²: 2.03
- HOMO (alpha / beta): -6.024 / -8.670 eV
- E_tot: -21359.905 eV

- Which formula does entry 6 have?
  C10H10O2

- Which of these has the highest energy relative to the best compared isomer or geometry (same formula, charge and spin)?
  number 4